[1]
{"formula": "C4H12", "method": "wB97M-V/def2-TZVPD", "smiles": "CC.CC", "e_above_lowest_kj_mol": 119.4, "symbols": ["C", "C", "H", "H", "H", "H", "H", "H", "C", "C", "H", "H", "H", "H", "H", "H"], "positions_angstrom": [[0.97810, -0.56940, 2.39287], [0.34630, -1.71210, 1.62185], [1.65087, -0.73650, 3.39413], [1.65958, -0.00438, 1.67553], [0.13548, 0.10299, 2.74867], [0.56350, -1.64922, 0.51441], [0.91573, -2.57950, 1.89292], [-0.76051, -1.90981, 1.81666], [-1.36796, 0.92139, -2.30416], [-0.10028, 1.38503, -1.66132], [-1.54661, 1.56379, -3.19370], [-1.22959, -0.14270, -2.89027], [-2.23495, 0.95759, -1.65657], [0.77730, 1.31327, -2.35131], [-0.05317, 2.35483, -1.25493], [0.26622, 0.70473, -0.74478]]}

[2]
{"formula": "C11H21N3P2S5Tc", "method": "wB97M-V/def2-TZVPD", "total_charge": 2, "energy_ha": -3350.0013, "s2": 3.77, "multiplicity": 4, "symbols": ["Tc", "S", "S", "S", "S", "N", "N", "C", "N", "S", "H", "H", "H", "H", "H", "C", "P", "C", "C", "C", "C", "C", "C", "C", "P", "C", "C", "H", "H", "H", "H", "H", "H", "H", "H", "H", "H", "H", "H", "H", "H", "H", "H"], "positions_angstrom": [[-0.37217, 0.07150, 0.11332], [-0.22532, 2.24969, 0.80406], [-1.43044, 2.54080, 2.43513], [-1.13471, 0.89683, 3.59585], [-0.90955, -0.66131, 2.37748], [2.37439, 0.05415, 2.46049], [3.42364, -0.05387, 1.55353], [3.25237, -0.50769, 0.32237], [4.33258, -0.64552, -0.43194], [1.74949, -1.00731, -0.38478], [2.49986, 0.89775, 3.00322], [2.39518, -0.74591, 3.08011], [4.35888, 0.16345, 1.86665], [5.26481, -0.48880, -0.07976], [4.24210, -1.04912, -1.34862], [-0.16824, -0.24918, -3.45467], [-0.32370, 0.97596, -2.12648], [0.99811, 2.16007, -2.45911], [-1.89116, 1.82968, -2.42537], [-2.03528, 2.78722, -3.41993], [-3.25493, 3.42885, -3.59475], [-4.33161, 3.11251, -2.77928], [-4.19840, 2.14781, -1.78859], [-2.97992, 1.50206, -1.61067], [-2.72729, 0.23960, -0.34246], [-3.97929, 0.50472, 0.93064], [-3.21740, -1.36148, -1.05458], [-0.18763, 0.27038, -4.41431], [-0.99297, -0.96070, -3.42793], [0.77454, -0.78951, -3.35613], [0.97189, 2.48008, -3.50016], [1.95486, 1.67422, -2.26475], [0.89641, 3.02813, -1.80647], [-1.20216, 3.04855, -4.06177], [-3.36061, 4.18233, -4.36625], [-5.27925, 3.61923, -2.91013], [-5.05299, 1.91068, -1.16247], [-3.92138, 1.50445, 1.35210], [-3.84411, -0.23426, 1.72066], [-4.95977, 0.35211, 0.47954], [-4.21124, -1.27370, -1.49580], [-3.24812, -2.10520, -0.25676], [-2.52104, -1.69793, -1.82146]]}

[3]
{"formula": "C5H6BrF2I", "method": "wB97M-V/def2-TZVPD", "smiles": "CC(C)=C(I)C(F)(F)Br", "e_above_lowest_kj_mol": 0.0, "symbols": ["C", "C", "C", "C", "I", "C", "F", "F", "Br", "H", "H", "H", "H", "H", "H"], "positions_angstrom": [[-0.53082, -1.52674, -1.20706], [0.04927, -0.44358, -0.35919], [0.89036, 0.56824, -1.12595], [-0.31914, -0.25342, 0.93104], [-1.53635, -1.55554, 2.11645], [0.03384, 1.15522, 1.80966], [0.12555, 0.96583, 3.11729], [1.24184, 1.62204, 1.48565], [-1.30162, 2.52932, 1.44349], [-1.16740, -1.19866, -2.08210], [-1.01597, -2.23836, -0.56389], [0.34937, -2.02858, -1.67616], [0.35246, 0.74228, -2.09035], [1.95133, 0.28911, -1.21016], [0.87728, 1.37286, -0.58872]]}

[4]
{"formula": "C29H35Cl3N5OSSeSi2V", "method": "wB97M-V/def2-TZVPD", "total_charge": -1, "s2": 3.76, "multiplicity": 4, "e_above_lowest_kj_mol": 0.0, "symbols": ["V", "C", "Si", "C", "C", "N", "C", "C", "C", "C", "C", "C", "N", "Si", "C", "C", "C", "H", "H", "H", "H", "H", "H", "H", "H", "H", "H", "H", "H", "H", "H", "H", "H", "H", "H", "H", "H", "H", "H", "Se", "C", "N", "Cl", "C", "C", "C", "C", "C", "C", "N", "C", "C", "N", "C", "O", "C", "C", "C", "Cl", "S", "C", "C", "C", "Cl", "C", "H", "H", "H", "H", "H", "H", "H", "H", "H", "H", "H", "H", "H"], "positions_angstrom": [[0.18862, -0.11709, -0.02012], [4.35207, 1.38804, -0.80652], [3.44338, -0.26436, -0.67760], [4.71425, -1.63512, -0.40989], [2.73764, -0.57677, -2.39171], [2.17366, -0.24087, 0.46949], [2.39463, -0.03342, 1.82926], [3.64535, 0.14179, 2.42506], [3.79370, 0.34923, 3.79508], [2.67299, 0.39588, 4.60375], [1.41002, 0.23951, 4.03526], [1.23595, 0.02426, 2.66695], [0.01088, -0.08470, 2.02550], [-1.50458, -0.59989, 2.60670], [-2.05785, 0.03327, 4.30001], [-1.62341, -2.47937, 2.70468], [-2.78281, 0.00189, 1.36304], [5.13908, 1.35221, -1.56542], [4.80197, 1.69768, 0.13814], [3.63796, 2.16412, -1.09789], [5.45430, -1.62707, -1.21600], [4.20957, -2.60436, -0.43050], [5.24659, -1.56213, 0.53894], [3.55729, -0.56848, -3.11744], [2.01352, 0.18198, -2.69539], [2.23895, -1.54543, -2.46523], [4.53883, 0.11414, 1.81222], [4.78585, 0.47629, 4.21281], [2.76779, 0.56208, 5.67070], [0.53471, 0.30632, 4.66916], [-1.50589, -0.43824, 5.11521], [-3.11702, -0.20464, 4.44028], [-1.94232, 1.11603, 4.38938], [-0.83815, -2.87162, 3.35693], [-1.47738, -2.91542, 1.71308], [-2.58781, -2.82111, 3.08986], [-2.82699, 1.09392, 1.34617], [-3.78020, -0.37080, 1.61351], [-2.58227, -0.32887, 0.33674], [-0.92482, -1.03611, -2.31275], [-2.28990, 0.19224, -2.43059], [-3.15359, 0.95893, -2.51676], [-1.05095, 10.07222, -6.66056], [-1.11087, 8.69761, -5.59613], [-0.92189, 7.42547, -6.10899], [-0.99299, 6.34316, -5.24947], [-1.24036, 6.50095, -3.88977], [-1.30693, 5.27792, -2.99726], [0.09296, 4.89658, -2.53348], [0.06847, 3.88473, -1.50100], [0.19569, 4.10348, -0.14411], [0.07544, 2.88694, 0.44820], [-0.13252, 1.93261, -0.52458], [-0.13492, 2.56188, -1.67830], [-1.83501, 4.16810, -3.68792], [-3.23100, 3.96143, -3.44198], [-4.04220, 5.17116, -3.79044], [-4.59807, 6.02686, -2.88747], [-4.57625, 5.88129, -1.17701], [-5.36535, 7.37710, -3.62152], [-4.95675, 6.79862, -5.18490], [-4.26413, 5.63464, -5.12281], [-1.40077, 7.79623, -3.41296], [-1.67580, 8.08126, -1.71804], [-1.34968, 8.90055, -4.25028], [-0.73490, 7.28876, -7.16472], [-0.88559, 5.33730, -5.63496], [-1.90744, 5.49216, -2.10839], [0.59306, 5.78071, -2.13430], [0.67210, 4.53495, -3.38398], [0.36816, 5.08848, 0.25348], [0.14946, 2.59995, 1.48408], [-0.28794, 2.10346, -2.64161], [-3.37248, 3.66116, -2.40538], [-3.50670, 3.10741, -4.05751], [-5.24893, 7.35088, -6.06284], [-3.90274, 5.10675, -5.99421], [-1.49517, 9.89503, -3.85472]]}

[5]
{"formula": "C4H11NO6S", "method": "wB97M-V/def2-TZVPD", "e_above_lowest_kj_mol": 335.4, "symbols": ["C", "C", "C", "C", "N", "O", "O", "O", "O", "O", "O", "S", "H", "H", "H", "H", "H", "H", "H", "H", "H", "H", "H"], "positions_angstrom": [[-0.97080, -1.11337, 1.99746], [-1.13600, -1.04453, -1.21340], [-0.43423, 0.18567, 1.62736], [0.11798, 0.99198, -1.54304], [-0.93453, 0.29098, -0.95096], [1.50404, -0.21754, 3.20854], [1.80122, 1.48852, 1.40086], [1.75556, -0.75997, 0.75236], [-0.28164, 1.27588, -2.87928], [1.27952, 0.18597, -1.51821], [0.44647, 2.21671, -0.87904], [1.27894, 0.24385, 1.84366], [-0.31081, -1.99148, 2.01069], [-1.57955, -1.15177, 2.84237], [-1.66250, -1.58490, 1.32406], [-1.30982, -1.03709, -2.40381], [-0.23468, -1.72979, -1.10576], [-2.19212, -1.29042, -0.82520], [-1.03943, 0.90376, 1.08189], [1.62950, -0.46385, -0.13337], [-0.87336, 1.96845, -2.74406], [2.11438, 0.57107, -1.70558], [1.03187, 2.06189, -0.18753]]}

[6]
{"formula": "C40H44GdNO2P", "method": "wB97M-V/def2-TZVPD", "total_charge": 1, "s2": 15.91, "multiplicity": 8, "e_above_lowest_kj_mol": 107.0, "symbols": ["Gd", "C", "C", "C", "C", "C", "C", "C", "C", "C", "C", "C", "C", "H", "H", "H", "H", "H", "H", "H", "H", "H", "H", "H", "H", "H", "H", "H", "H", "H", "H", "C", "C", "C", "C", "C", "C", "C", "C", "C", "C", "O", "O", "H", "H", "H", "H", "H", "H", "H", "H", "H", "H", "H", "N", "P", "C", "C", "C", "C", "C", "C", "C", "C", "C", "C", "C", "C", "C", "C", "C", "C", "C", "C", "H", "H", "H", "H", "H", "H", "H", "H", "H", "H", "H", "H", "H", "H", "H"], "positions_angstrom": [[-0.70392, 0.71828, 0.37542], [-2.09258, 3.36193, 3.07494], [-2.38583, 2.16062, 2.23776], [-3.05382, 2.24016, 1.02967], [-3.36746, 3.59328, 0.39178], [-3.39874, 1.05568, 0.29045], [-3.93672, 1.05289, -1.12999], [-3.34299, -0.23849, 0.98056], [-3.68067, -1.54924, 0.27346], [-2.76246, -0.31281, 2.26924], [-2.84620, -1.52955, 3.13980], [-2.22436, 0.87455, 2.88415], [-1.54913, 0.80200, 4.24973], [-1.31982, 3.16059, 3.79005], [-3.02728, 3.76132, 3.59064], [-1.71941, 4.17086, 2.47138], [-2.81549, 3.76996, -0.52257], [-3.03657, 4.39954, 1.11146], [-4.43008, 3.71453, 0.17297], [-4.99841, 0.82564, -1.04541], [-3.46484, 0.36718, -1.86219], [-3.86210, 2.03014, -1.59375], [-3.30989, -1.67525, -0.77432], [-4.74617, -1.62082, 0.08361], [-3.34181, -2.32220, 0.88721], [-3.05550, -1.36022, 4.24701], [-1.86509, -2.07295, 3.09827], [-3.55890, -2.30469, 2.83092], [-0.59161, 1.41850, 4.31040], [-1.38547, -0.22452, 4.59906], [-2.26812, 1.32712, 4.91510], [-2.33494, 0.54796, -7.76680], [-1.46298, 0.65863, -6.51689], [-1.09542, 1.84869, -5.90787], [-0.58506, 1.93690, -4.65882], [-0.48373, 3.28706, -4.04181], [-0.51486, 0.77125, -3.83909], [-0.46370, -0.42910, -4.57241], [0.07999, -1.72540, -3.93321], [-0.92153, -0.47532, -5.87322], [-0.49080, 0.78748, -2.30234], [-0.12466, 1.80488, -1.61100], [-1.00519, -0.25451, -1.65288], [-3.31183, 0.09868, -7.55328], [-1.85276, -0.08951, -8.54596], [-2.51263, 1.54420, -8.27764], [-1.34347, 2.78134, -6.41496], [-0.42044, 4.07227, -4.81478], [0.37635, 3.32050, -3.34410], [-1.34746, 3.53516, -3.35818], [-0.74138, -2.30863, -3.48727], [0.84448, -1.40923, -3.19855], [0.70302, -2.31481, -4.66145], [-0.96524, -1.38153, -6.50651], [0.98108, -0.46159, 0.66336], [2.26751, -0.97497, 1.24613], [2.40039, -0.54878, 3.00407], [2.77190, 0.70178, 3.47073], [2.53487, 1.04969, 4.81173], [1.65882, 0.28974, 5.62481], [1.34368, -1.01180, 5.16761], [1.73628, -1.38497, 3.91320], [3.69308, -0.28802, 0.33866], [4.91459, -0.11598, 1.04110], [5.99052, 0.54562, 0.45520], [5.91970, 0.95932, -0.84794], [4.74207, 0.78987, -1.59087], [3.64503, 0.12170, -0.99788], [2.40951, -2.76867, 1.25628], [3.61125, -3.37751, 1.50628], [3.69025, -4.80729, 1.48849], [2.56212, -5.58146, 1.32487], [1.31755, -4.90946, 1.21266], [1.21142, -3.54563, 1.06061], [3.25403, 1.46389, 2.84021], [2.97843, 1.93518, 5.19421], [1.31391, 0.59339, 6.62713], [0.84083, -1.70749, 5.85073], [1.71553, -2.43632, 3.66646], [5.09131, -0.44971, 2.04997], [6.86667, 0.79660, 1.02144], [6.77994, 1.34029, -1.39960], [4.70177, 1.24224, -2.55914], [2.74925, -0.15064, -1.58957], [4.52634, -2.85970, 1.71520], [4.62617, -5.31462, 1.59022], [2.65283, -6.69898, 1.44184], [0.39477, -5.52417, 1.11304], [0.22232, -3.11257, 0.75099]]}

What did the second record say?
{"formula": "C11H21N3P2S5Tc", "method": "wB97M-V/def2-TZVPD", "total_charge": 2, "energy_ha": -3350.0013, "s2": 3.77, "multiplicity": 4, "symbols": ["Tc", "S", "S", "S", "S", "N", "N", "C", "N", "S", "H", "H", "H", "H", "H", "C", "P", "C", "C", "C", "C", "C", "C", "C", "P", "C", "C", "H", "H", "H", "H", "H", "H", "H", "H", "H", "H", "H", "H", "H", "H", "H", "H"], "positions_angstrom": [[-0.37217, 0.07150, 0.11332], [-0.22532, 2.24969, 0.80406], [-1.43044, 2.54080, 2.43513], [-1.13471, 0.89683, 3.59585], [-0.90955, -0.66131, 2.37748], [2.37439, 0.05415, 2.46049], [3.42364, -0.05387, 1.55353], [3.25237, -0.50769, 0.32237], [4.33258, -0.64552, -0.43194], [1.74949, -1.00731, -0.38478], [2.49986, 0.89775, 3.00322], [2.39518, -0.74591, 3.08011], [4.35888, 0.16345, 1.86665], [5.26481, -0.48880, -0.07976], [4.24210, -1.04912, -1.34862], [-0.16824, -0.24918, -3.45467], [-0.32370, 0.97596, -2.12648], [0.99811, 2.16007, -2.45911], [-1.89116, 1.82968, -2.42537], [-2.03528, 2.78722, -3.41993], [-3.25493, 3.42885, -3.59475], [-4.33161, 3.11251, -2.77928], [-4.19840, 2.14781, -1.78859], [-2.97992, 1.50206, -1.61067], [-2.72729, 0.23960, -0.34246], [-3.97929, 0.50472, 0.93064], [-3.21740, -1.36148, -1.05458], [-0.18763, 0.27038, -4.41431], [-0.99297, -0.96070, -3.42793], [0.77454, -0.78951, -3.35613], [0.97189, 2.48008, -3.50016], [1.95486, 1.67422, -2.26475], [0.89641, 3.02813, -1.80647], [-1.20216, 3.04855, -4.06177], [-3.36061, 4.18233, -4.36625], [-5.27925, 3.61923, -2.91013], [-5.05299, 1.91068, -1.16247], [-3.92138, 1.50445, 1.35210], [-3.84411, -0.23426, 1.72066], [-4.95977, 0.35211, 0.47954], [-4.21124, -1.27370, -1.49580], [-3.24812, -2.10520, -0.25676], [-2.52104, -1.69793, -1.82146]]}